The following is a DFT calculation (ωB97M-V/def2-TZVPD) of a cluster of 3 separate species, C15H15B3F3IO12P2S in total at a distorted geometry.

As for the molar mass: 697.6 g mol⁻¹. The HOMO energy comes out at -0.319 Eh. For the max |F|, the calculation gives 4.8 eV Å⁻¹. For the electronic energy, the calculation gives -3236.32746 Ha. As for the SMILES: OP(I)B1OB(CCC(F)(F)F)OB([PH2]=S)O1.O=C1C=C(O)C(=O)C=C1O.O=C1C=C(O)C(=O)C=C1O. Its multiplicity is 1. The calculation puts the HOMO-LUMO gap at 6.908 eV.

Geometry (Å):
O -0.757 -2.371 -0.817
P 0.120 -0.871 -1.157
I 1.939 -0.572 0.536
B -1.131 0.555 -0.834
O -2.599 0.422 -1.146
B -3.227 0.520 0.220
C -4.046 -0.707 0.953
C -5.266 -1.338 0.053
C -4.774 -2.456 -1.058
F -3.834 -3.473 -0.531
F -6.037 -3.142 -1.521
F -4.180 -1.855 -2.287
O -3.003 1.845 0.900
B -1.507 1.858 1.072
P -0.712 1.814 2.820
S 0.701 3.140 2.996
O -0.724 1.866 -0.214
H -1.513 -2.489 -1.484
H -3.325 -1.557 1.377
H -4.560 -0.240 1.922
H -5.967 -1.929 0.818
H -5.949 -0.502 -0.453
H -0.112 0.480 2.951
H -1.746 1.894 3.836
C 3.177 0.267 6.127
C 3.104 0.220 4.795
C 4.197 -0.380 3.981
O 4.093 -0.425 2.760
C 5.379 -0.898 4.688
C 5.453 -0.848 6.020
C 4.348 -0.273 6.835
O 4.437 -0.258 8.058
O 6.562 -1.331 6.691
O 2.008 0.728 4.123
H 2.389 0.698 6.731
H 6.174 -1.315 4.083
H 6.375 -1.183 7.643
H 2.192 0.575 3.171
C -0.964 0.235 -6.553
C -0.769 0.256 -5.233
C 0.371 1.003 -4.632
O 0.513 1.021 -3.415
C 1.296 1.698 -5.541
C 1.102 1.673 -6.861
C -0.053 0.949 -7.460
O -0.215 0.960 -8.676
O 1.970 2.321 -7.722
O -1.620 -0.415 -4.375
H -1.790 -0.302 -7.004
H 2.130 2.222 -5.092
H 1.615 2.157 -8.622
H -1.269 -0.245 -3.474

Atoms 1-3, force components in eV/Å:
-0.4 1.8 -0.8
-0.3 -2.0 -0.5
-1.1 -0.3 -0.4

The following is a DFT calculation (ωB97M-V/def2-TZVPD) of a structure of composition C15H15BN5OS2Zr at a distorted geometry.

As for the molar mass: 447.5 g mol⁻¹. The charge is +3. The HOMO energy comes out at -0.669 Eh. For the max |F|, the calculation gives 2.0 eV Å⁻¹. For the electronic energy, the calculation gives -1796.89446 Ha. Its multiplicity is 1. The calculation puts the HOMO-LUMO gap at 6.545 eV.

Geometry (Å):
Zr 0.049 -0.008 -1.233
S -1.985 1.943 5.654
N -2.857 1.420 4.415
C -2.090 1.323 3.335
C -2.459 0.871 2.033
C -3.755 0.429 1.721
C -4.027 -0.026 0.447
C -3.006 -0.045 -0.504
N -1.765 0.380 -0.234
C -1.462 0.842 1.023
C -0.103 1.277 1.298
N 0.826 1.263 0.282
C 2.080 1.658 0.554
C 2.504 2.054 1.823
C 1.593 2.064 2.859
C 0.262 1.698 2.602
C -0.741 1.714 3.614
N -0.587 2.070 4.882
H -4.503 0.454 2.500
H -5.015 -0.369 0.184
H -3.191 -0.398 -1.523
H 2.779 1.682 -0.286
H 3.531 2.341 1.990
H 1.862 2.343 3.867
B 0.239 -4.359 -0.329
C 0.351 -2.901 -0.432
N 0.563 -1.713 -0.384
H -0.854 -4.675 -0.007
H 0.568 -4.908 -1.324
H 1.004 -4.598 0.552
C 1.709 -0.191 -5.285
S 1.325 -1.180 -3.835
C 2.695 -0.604 -2.738
O 0.176 -0.356 -3.143
H 1.771 0.867 -5.036
H 0.934 -0.353 -6.032
H 2.647 -0.533 -5.719
H 3.660 -0.778 -3.220
H 2.682 -1.183 -1.797
H 2.590 0.484 -2.573

Atoms 1-3, force components in eV/Å:
-0.5 -0.3 1.1
0.3 -0.3 -1.3
-0.9 -0.3 -0.3